Entry 1:
DFT (the ωB97M-V functional and the def2-TZVPD basis) results for a structure of composition C47H32BrCl4NO3P2SV at a distorted geometry.

```
92
C47H32BrCl4NO3P2SV (the ωB97M-V functional and the def2-TZVPD basis)
V 0.94107 0.23729 -0.61187
O 1.97608 1.82791 3.64742
S 1.12940 1.43057 2.52072
C 0.01199 2.85137 2.27826
C 0.09643 3.88550 3.19286
C -0.69370 5.00966 3.03990
C -1.56758 5.09226 1.96662
C -1.63199 4.06928 1.03955
C -0.82654 2.93879 1.17138
P -0.92214 1.56902 -0.04826
C -1.23134 2.38479 -1.63996
C -1.89373 1.60867 -2.59384
C -2.09022 2.09824 -3.87028
C -1.59414 3.34714 -4.21675
C -0.90133 4.10018 -3.28337
C -0.71465 3.62631 -1.99586
C -2.65523 1.11616 0.37259
C -2.87671 0.12763 1.32130
C -4.15788 -0.17833 1.74420
C -5.23943 0.51833 1.23340
C -5.02756 1.51279 0.29267
C -3.74919 1.80938 -0.14124
C -0.06492 0.28071 3.26285
C -0.79517 0.60440 4.38828
C -1.55087 -0.37855 5.00722
C -1.53643 -1.67547 4.51856
C -0.79923 -1.99527 3.39093
C -0.06216 -1.01127 2.73909
P 0.89601 -1.26544 1.19232
C 0.27542 -2.85159 0.54819
C -1.09285 -3.07299 0.39380
C -1.54624 -4.20615 -0.25636
C -0.64441 -5.10050 -0.80957
C 0.71612 -4.87257 -0.69181
C 1.17505 -3.75345 -0.01932
C 2.46205 -1.78084 1.97115
C 3.58746 -0.97487 1.87327
C 4.77658 -1.37501 2.45839
C 4.84563 -2.58058 3.13563
C 3.71866 -3.38033 3.25089
C 2.52667 -2.98031 2.67865
H 0.79654 3.78757 4.00946
H -0.63759 5.81377 3.75702
H -2.19884 5.96023 1.84806
H -2.30855 4.14655 0.20098
H -2.23050 0.61559 -2.31776
H -2.62662 1.50719 -4.59793
H -1.73636 3.73007 -5.21694
H -0.50295 5.06705 -3.55478
H -0.16188 4.21458 -1.27309
H -2.02978 -0.40354 1.72481
H -4.30657 -0.95632 2.47862
H -6.24175 0.29383 1.56684
H -5.86400 2.06895 -0.10430
H -3.61095 2.57030 -0.89548
H -0.76509 1.61163 4.77687
H -2.13847 -0.13692 5.87935
H -2.10802 -2.44531 5.01603
H -0.80697 -3.00576 3.00979
H -1.80960 -2.35298 0.76584
H -2.60792 -4.38491 -0.34768
H -1.00263 -5.96422 -1.34902
H 1.41919 -5.55912 -1.14019
H 2.23892 -3.57956 0.07367
H 3.53823 -0.04227 1.32961
H 5.65278 -0.74865 2.38127
H 5.77864 -2.90059 3.57567
H 3.77257 -4.31975 3.78312
H 1.64808 -3.60690 2.75941
Cl 3.06564 -4.57147 -4.67425
C 2.07696 -3.53426 -3.72159
C 0.69452 -3.59290 -3.84906
Cl -0.02887 -4.72477 -4.92118
C -0.10508 -2.71748 -3.11951
Cl -1.82224 -2.74276 -3.27690
C 0.45564 -1.80179 -2.23083
O -0.23084 -0.96269 -1.52898
C 1.87821 -1.78020 -2.05368
O 2.33576 -0.95055 -1.17535
C 2.66098 -2.64594 -2.81881
Cl 4.37514 -2.58726 -2.64046
Br 2.76457 2.28232 -0.15874
C 2.29637 2.17096 -2.00250
C 2.89574 2.93862 -2.97197
C 2.47815 2.73818 -4.28475
C 1.51033 1.76504 -4.52538
C 0.97415 1.05625 -3.47241
N 1.34393 1.26095 -2.19960
H 3.65773 3.65541 -2.71299
H 2.90388 3.30998 -5.09303
H 1.16827 1.55360 -5.52574
H 0.23213 0.28740 -3.63310
```

Properties
* LUMO energy (spin up / spin down): -0.0530 / -0.0595 eV
* multiplicity: 2
* HOMO energy (spin up / spin down): -6.7057 / -5.9949 eV


Entry 2:
DFT (the ωB97M-V functional and the def2-TZVPD basis) results for a structure of composition C47H32Cl2N6O4Ti at a distorted geometry.

```
92
C47H32Cl2N6O4Ti (the ωB97M-V functional and the def2-TZVPD basis)
Ti 0.41278 -0.29553 1.36139
C 3.44377 5.71565 -3.32052
C 2.38098 4.96700 -3.80330
C 1.79515 3.99286 -3.01335
C 2.24689 3.75270 -1.71167
C 3.33261 4.50257 -1.24675
C 3.91447 5.47735 -2.03684
C 1.70794 2.65051 -0.90739
C 0.38875 2.24604 -0.95900
C -0.64449 3.09775 -1.52044
C -1.82345 2.63448 -1.07540
C -1.54928 1.44728 -0.28654
N -0.22071 1.21667 -0.22518
C -2.59427 0.71354 0.34814
C -2.43010 -0.54186 0.90593
C -3.47351 -1.48999 1.27507
C -2.91283 -2.71709 1.28205
C -1.50848 -2.55412 0.93683
C -0.61703 -3.49382 0.44774
C -1.07741 -4.88758 0.23384
C -1.48244 -5.69162 1.29644
C -1.97805 -6.96661 1.06445
C -2.08179 -7.45599 -0.22816
C -1.67650 -6.66502 -1.29341
C -1.18178 -5.39113 -1.06502
C 0.59588 -3.00906 -0.13264
N 0.99557 -1.74002 0.02729
C 1.99911 -1.50339 -0.88292
C 2.52882 -0.24223 -0.97571
C 3.18405 0.20633 -2.21096
C 4.38671 0.91845 -2.21526
C 4.94197 1.34757 -3.40752
C 4.30230 1.08819 -4.61137
C 3.12172 0.35869 -4.62191
C 2.57118 -0.08902 -3.43254
C 2.48908 0.10569 1.47105
C 2.84140 1.22561 2.19606
C 2.89673 2.37443 1.36067
C 2.53777 1.97895 0.09620
N 2.39747 0.58279 0.14659
C 2.29683 -2.71345 -1.58912
C 1.46316 -3.66254 -1.08785
N -1.24817 -1.21495 0.82533
C -3.99781 1.19877 0.22977
C -4.63109 1.22012 -1.01265
C -5.96054 1.59806 -1.11840
C -6.67863 1.94692 0.01667
C -6.05395 1.92812 1.25473
C -4.72252 1.55325 1.36391
H 3.91902 6.45266 -3.95476
H 2.02088 5.12408 -4.81235
H 1.01883 3.36696 -3.43103
H 3.73286 4.31907 -0.25949
H 4.75382 6.04438 -1.65453
H -0.45804 3.99392 -2.08542
H -2.80159 3.05247 -1.23808
H -4.50310 -1.23445 1.46204
H -3.39455 -3.65901 1.48518
H -1.39746 -5.32409 2.30916
H -2.28457 -7.57817 1.90382
H -2.48297 -8.44581 -0.40332
H -1.75352 -7.04087 -2.30583
H -0.90231 -4.75791 -1.89721
H 4.90214 1.11205 -1.28297
H 5.86978 1.90462 -3.39959
H 4.72039 1.45815 -5.53864
H 2.61943 0.14697 -5.55719
H 1.64498 -0.64948 -3.43401
H 3.02229 1.22564 3.25920
H 3.04795 3.38948 1.69194
H 3.07712 -2.83690 -2.32353
H 1.43200 -4.70903 -1.33938
H -4.07753 0.92808 -1.89714
H -6.44058 1.61130 -2.08900
H -7.72001 2.23089 -0.06216
H -6.60578 2.20814 2.14329
H -4.22634 1.54688 2.32683
N 0.55713 0.99699 5.03885
N -0.21290 2.01676 4.46862
C -0.64901 1.92393 3.16010
O -1.51591 2.66984 2.75280
O -0.02195 1.04164 2.41271
H -0.03951 0.32468 5.50611
H 1.20886 1.39348 5.69964
H -0.83047 2.53821 5.06853
Cl -0.90070 -4.09578 4.63836
C 0.13424 -2.66369 4.80950
Cl 1.84101 -3.11097 4.83647
C -0.20894 -1.69012 3.64582
O -1.27230 -1.09363 3.71637
O 0.66334 -1.62476 2.71166
H -0.11433 -2.22789 5.77025
```

Properties
* LUMO energy: -1.5367 eV
* HOMO energy: -6.7989 eV